C21H27N5O3 | ωB97M-V with the def2-TZVPD basis set

Structure (XYZ):
```
56
C21H27N5O3 (ωB97M-V with the def2-TZVPD basis set)
C -3.698 -2.279 -1.972
H -3.535 -3.244 -1.531
O -3.872 -1.128 -1.201
C -3.167 -1.076 -0.114
C -1.971 -1.848 -0.059
C -1.297 -1.487 1.281
C -1.822 -0.668 2.372
C -2.968 0.117 1.892
C -3.735 -0.113 0.776
H -4.590 0.304 0.693
H -3.381 0.979 2.780
H -1.257 -0.282 2.999
C 0.150 -2.164 1.295
O 0.590 -2.236 2.528
N 0.818 -2.070 0.129
H 0.427 -1.577 -0.430
C 2.265 -2.592 0.245
C 2.877 -1.372 -0.535
O 3.432 -1.413 -1.806
N 2.911 -0.040 0.053
C 2.628 0.277 1.211
H 3.418 0.959 1.811
C 1.395 1.241 1.483
H 1.426 1.810 2.489
H 0.535 0.649 1.326
C 1.250 2.046 0.173
C 0.200 1.196 -0.759
C -1.038 2.025 -0.994
N -1.730 1.005 -1.779
C -0.692 0.057 -2.118
N 0.393 0.377 -1.572
H -0.915 -0.708 -3.034
H -2.561 1.146 -2.222
C -1.702 2.904 -0.304
H -1.706 3.837 -0.939
H -2.668 3.030 0.056
C -0.774 3.314 0.772
N 0.589 3.344 0.797
H 1.147 3.812 1.255
H -1.157 4.414 1.459
H -0.929 2.464 1.869
C 2.386 2.376 -0.243
C 3.140 0.989 -0.912
H 4.271 1.063 -0.954
H 2.799 0.799 -2.011
H 2.525 2.897 -1.349
H 3.221 2.734 0.286
H 2.720 -0.746 1.973
C 2.421 -3.683 -0.613
H 3.312 -3.988 -0.475
H 1.852 -4.490 -0.032
H 2.070 -3.657 -1.587
H 2.795 -2.447 1.118
H -1.556 -2.462 -0.531
H -2.702 -2.182 -2.494
H -4.540 -2.212 -2.548
```

Calculated values
- Total charge: 0

C21H27N6O6 | ωB97M-V with the def2-TZVPD basis set

Structure (XYZ):
```
60
C21H27N6O6 (ωB97M-V with the def2-TZVPD basis set)
C 2.298 0.970 -4.204
C 3.595 0.163 -4.801
C 5.044 0.636 -4.175
O 5.587 1.799 -4.604
O 5.817 -0.146 -3.154
C 5.131 0.141 -1.859
C 3.987 -1.007 -1.604
N 3.626 -1.242 -0.153
C 3.601 -2.717 0.299
C 2.487 -3.492 -0.676
C 3.285 -0.280 0.765
N 2.899 -0.345 2.226
C 2.641 1.055 2.822
N 2.840 1.984 1.642
N 3.203 1.212 0.528
H 2.650 1.921 -3.621
H 1.638 0.338 -3.446
H 1.573 1.233 -5.113
H 3.540 -1.014 -4.668
H 3.647 0.400 -5.970
H 4.597 1.194 -2.025
H 5.875 0.301 -0.964
H 2.977 -0.832 -2.183
H 4.440 -2.024 -2.033
H 3.187 -2.842 1.398
H 4.676 -3.221 0.169
H 3.109 -4.005 -1.555
H 1.732 -2.721 -1.186
H 1.871 -4.308 -0.061
H 2.359 1.358 3.919
H 2.743 3.034 1.556
H 3.352 1.798 -0.326
C -2.607 2.824 3.624
C -1.374 2.204 3.413
C -0.995 1.820 2.125
C -1.860 2.067 1.050
C -3.101 2.682 1.260
C -3.470 3.059 2.553
N -1.456 1.689 -0.309
O -0.359 1.129 -0.451
O -2.234 1.954 -1.237
H -2.895 3.127 4.629
H -0.707 2.022 4.253
H -0.031 1.338 1.977
H -3.784 2.875 0.436
H -4.431 3.540 2.726
C -7.252 -2.084 0.149
C -6.057 -2.802 0.083
C -4.963 -2.411 0.857
C -5.078 -1.297 1.701
C -6.274 -0.570 1.763
C -7.361 -0.969 0.982
N -3.939 -0.897 2.536
O -2.892 -1.554 2.438
O -4.091 0.073 3.293
H -8.105 -2.396 -0.452
H -5.979 -3.669 -0.569
H -4.038 -2.981 0.795
H -6.376 0.299 2.409
H -8.295 -0.413 1.025
```

Calculated values
- Total charge: +1

C21H27NO3 | ωB97M-V with the def2-TZVPD basis set

Structure (XYZ):
```
52
C21H27NO3 (ωB97M-V with the def2-TZVPD basis set)
O 1.564 -0.263 -0.767
C 1.863 -0.954 0.178
C 1.201 -0.775 1.553
O -0.104 -0.254 1.383
C -0.945 -1.065 0.722
O -0.656 -2.199 0.434
C -2.246 -0.385 0.353
C -3.397 -1.394 0.405
C -4.680 -0.725 -0.082
C -5.004 0.468 0.818
C -3.855 1.474 0.760
C -3.670 1.957 -0.677
C -3.348 0.763 -1.575
C -4.495 -0.244 -1.520
C -2.060 0.096 -1.097
C -2.565 0.814 1.246
N 2.785 -1.937 0.136
C 3.658 -2.114 -1.000
C 5.062 -1.556 -0.711
C 4.949 -0.117 -0.293
C 4.821 0.885 -1.245
C 4.635 2.200 -0.862
C 4.570 2.531 0.481
C 4.700 1.540 1.438
C 4.887 0.224 1.052
H 1.161 -1.726 2.095
H 1.752 -0.026 2.125
H -3.526 -1.750 1.430
H -3.150 -2.254 -0.219
H -5.502 -1.448 -0.041
H -5.151 0.129 1.846
H -5.930 0.943 0.486
H -4.087 2.329 1.406
H -4.582 2.448 -1.025
H -2.858 2.685 -0.723
H -3.210 1.107 -2.606
H -4.275 -1.094 -2.170
H -5.417 0.222 -1.878
H -1.818 -0.759 -1.732
H -1.223 0.795 -1.146
H -2.679 0.484 2.281
H -1.743 1.530 1.210
H 3.003 -2.452 0.974
H 3.713 -3.176 -1.255
H 3.201 -1.565 -1.826
H 5.667 -1.649 -1.613
H 5.530 -2.144 0.082
H 4.862 0.630 -2.294
H 4.532 2.970 -1.613
H 4.418 3.557 0.781
H 4.652 1.791 2.488
H 4.989 -0.545 1.805
```

Calculated values
- Total charge: 0
- SMILES: O=C(COC(=O)[C@]12C[C@H]3C[C@H](C[C@H](C3)C1)C2)NCCc1ccccc1

Kohn-Sham gap, respectively: 8.04, 8.01, 9.84 eV.
E_LUMO, respectively: 0.38, -3.81, 0.71 eV.
E_HOMO, respectively: -7.66, -11.82, -9.13 eV.